Record 1
Formula: H22O11
Source: OMol25
Level of theory: ωB97M-V/def2-TZVPD

The geometry in XYZ format:
```
33
Properties=species:S:1:pos:R:3:mulliken_charge:R:1
O 1.268 6.131 -9.954 -0.99
H 1.251 6.260 -10.903 0.30
H 1.611 6.955 -9.607 0.32
O 3.943 2.095 -8.015 -0.61
H 3.995 1.897 -7.080 0.29
H 4.354 2.956 -8.101 0.33
O -0.038 3.919 -10.138 -0.83
H 0.628 4.588 -9.980 0.50
H 0.237 3.495 -10.951 0.29
O 6.269 4.246 -11.798 -0.57
H 5.385 4.212 -11.433 0.43
H 6.766 4.779 -11.178 0.33
O 3.579 4.264 -10.839 -1.05
H 2.859 3.745 -10.479 0.27
H 3.216 4.661 -11.630 0.15
O 2.003 0.908 -10.531 -0.67
H 1.823 0.992 -9.595 0.41
H 1.253 1.322 -10.958 0.26
O 0.344 1.724 -8.757 -0.75
H 0.377 2.101 -7.878 0.29
H 0.390 2.479 -9.344 0.42
O 1.395 6.818 -12.670 -0.55
H 2.258 7.192 -12.847 0.23
H 0.984 6.746 -13.532 0.13
O 3.019 4.517 -14.014 0.84
H 3.657 3.810 -14.108 0.12
H 3.192 5.097 -14.756 -0.45
O 0.743 3.136 -12.914 -0.86
H 1.386 3.748 -13.273 0.13
H 1.052 2.274 -13.193 0.35
O 5.891 4.164 -8.158 -0.67
H 6.795 4.315 -7.879 0.30
H 5.897 4.345 -9.097 0.28
```

Calculated values
relative energy (zero: lowest compared OMol25 entry of this formula, charge and spin)	70.2	kJ/mol
strongest force on any atom	1.7	eV Å⁻¹
LUMO level (alpha / beta)	2.48 / 2.40	eV
spin multiplicity	2
net charge	-1
E	-840.82588	a.u.
orbital gap (alpha / beta)	0.0933 / 0.3792	Ha

=====

Record 2
Formula: C5H4O2
Source: OMol25
Level of theory: ωB97M-V/def2-TZVPD

The geometry in XYZ format:
```
11
Properties=species:S:1:pos:R:3:mulliken_charge:R:1
C -0.350 0.935 0.362 -0.66
C -0.633 -1.206 0.207 0.39
C -1.369 1.561 0.751 0.95
C 0.709 -0.972 -0.428 -0.44
C 0.860 0.534 -0.426 -0.54
O -2.316 2.042 1.281 -0.54
O -1.467 -1.931 0.622 -0.33
H 1.402 -1.370 0.196 0.28
H 0.659 -1.539 -1.295 0.38
H 0.755 0.888 -1.371 0.25
H 1.750 1.057 0.101 0.26
```

Calculated values
relative energy (zero: lowest compared OMol25 entry of this formula, charge and spin)	354.5	kJ/mol
strongest force on any atom	3.5	eV Å⁻¹
LUMO level (alpha / beta)	-0.19 / -0.19	eV
spin multiplicity	1
E	-343.25735	a.u.
orbital gap (alpha / beta)	0.2981 / 0.2981	Ha

=====

Record 3
Formula: C5H14N2O
Source: OMol25
Level of theory: ωB97M-V/def2-TZVPD

The geometry in XYZ format:
```
22
Properties=species:S:1:pos:R:3:mulliken_charge:R:1
C 1.238 2.093 -0.559 -0.88
N 0.474 1.660 0.582 -0.51
C 1.079 1.138 1.577 0.04
O 0.482 1.061 2.781 -0.46
H 0.709 1.784 -1.464 0.29
H 1.303 3.177 -0.552 0.32
H 2.251 1.669 -0.592 0.30
H 2.151 0.934 1.627 0.39
H -0.406 1.443 2.703 0.36
C -0.616 -1.107 -1.877 -1.70
C -0.767 -0.853 -0.383 1.46
C 0.170 -1.683 0.456 -1.51
N -2.145 -1.082 0.019 -0.76
H -0.877 -2.139 -2.107 0.42
H 0.409 -0.925 -2.193 0.37
H -1.276 -0.454 -2.447 0.37
H -0.442 0.260 -0.160 0.00
H 1.127 -1.844 -0.042 0.29
H -0.270 -2.646 0.708 0.45
H 0.438 -1.088 1.370 0.30
H -2.258 -0.946 1.017 0.22
H -2.775 -0.450 -0.463 0.24
```

Calculated values
SMILES string	C/N=C/O.CC(C)N
relative energy (zero: lowest compared OMol25 entry of this formula, charge and spin)	212.9	kJ/mol
strongest force on any atom	2.6	eV Å⁻¹
LUMO level	0.96	eV
spin multiplicity	1
E	-383.61962	a.u.
orbital gap	0.3476	Ha